Entry 1:
DFT (ωB97M-V/def2-TZVPD) results for a molecular structure, C29H46BrEuN3P2S.

Computed properties:
- ⟨S²⟩: 15.761
- ΔE to the lowest compared entry with this formula, charge and spin: 342.36 kJ/mol
- 2S+1: 8
- Orbital gap (spin up / spin down): 4.04 / 4.12 eV
- Net charge: +2
- DFT total energy: -154057.7229 eV

Atoms and positions in Å:
C: -1.89 6.36 -2.55
C: -2.08 5.03 -2.97
C: -2.38 4.80 -4.32
C: -2.29 5.87 -5.23
N: -2.00 7.10 -4.82
C: -1.83 7.37 -3.53
C: -1.84 3.91 -2.07
C: -0.97 3.22 -1.46
C: 0.11 2.35 -1.15
C: 1.06 2.58 -0.12
C: 1.85 1.54 0.32
C: 1.75 0.25 -0.25
C: 1.00 0.11 -1.44
C: 0.22 1.15 -1.92
Eu: -2.84 1.73 -1.57
P: 2.75 -1.14 0.32
H: -2.61 3.80 -4.70
H: -1.74 6.62 -1.50
H: -2.44 5.72 -6.30
H: -1.64 8.41 -3.25
H: -0.28 1.09 -2.91
H: 1.12 3.58 0.34
H: 0.99 -0.84 -1.99
H: 2.52 1.69 1.16
C: 1.80 -2.02 1.56
C: 2.18 -3.49 1.76
H: 0.74 -1.91 1.27
H: 1.89 -1.45 2.50
H: 1.67 -3.88 2.65
H: 1.86 -4.10 0.91
H: 3.25 -3.63 1.92
C: 3.09 -2.20 -1.09
C: 3.73 -1.48 -2.28
H: 2.14 -2.66 -1.39
H: 3.73 -3.03 -0.75
H: 4.01 -2.21 -3.05
H: 3.03 -0.77 -2.74
H: 4.64 -0.93 -2.00
C: 4.27 -0.48 1.00
C: 5.34 -1.50 1.38
H: 3.99 0.12 1.89
H: 4.66 0.23 0.26
H: 6.24 -0.97 1.71
H: 5.02 -2.14 2.22
H: 5.62 -2.14 0.54
Br: -0.90 -0.01 0.97
P: -2.86 -2.65 -1.80
C: -1.05 -3.02 -1.81
C: -0.74 -4.49 -2.07
H: -0.65 -2.69 -0.84
H: -0.60 -2.39 -2.59
H: 0.34 -4.64 -2.15
H: -1.11 -5.14 -1.26
H: -1.19 -4.84 -3.01
C: -3.16 -2.57 0.02
C: -4.57 -3.06 0.37
H: -2.96 -1.55 0.38
H: -2.41 -3.23 0.50
H: -4.71 -3.04 1.46
H: -5.34 -2.42 -0.08
H: -4.73 -4.08 0.03
C: -2.90 -0.92 -2.40
C: -3.18 -0.87 -3.90
H: -1.93 -0.45 -2.13
H: -3.77 -0.50 -1.83
H: -3.41 0.16 -4.25
H: -2.32 -1.23 -4.49
H: -4.04 -1.51 -4.15
S: -0.59 2.50 2.45
C: -0.31 1.73 3.95
N: -1.33 1.23 4.66
C: -1.23 0.37 5.83
C: 0.11 0.57 6.50
C: 1.24 0.58 5.49
N: 0.94 1.55 4.45
H: -2.24 1.31 4.19
H: -1.38 -0.68 5.55
H: -2.05 0.66 6.50
H: 0.27 -0.22 7.24
H: 0.11 1.53 7.03
H: 1.38 -0.43 5.06
H: 2.18 0.89 5.97
H: 1.68 1.87 3.83


Entry 2:
DFT (ωB97M-V/def2-TZVPD) results for a molecular structure, C3H5O3Tl.

Computed properties:
- ΔE to the lowest compared entry with this formula, charge and spin: 544.86 kJ/mol
- 2S+1: 1
- Orbital gap (spin up / spin down): 6.83 / 5.75 eV
- Net charge: +2
- DFT total energy: -13998.5201 eV

Atoms and positions in Å:
H: -0.01 -0.32 1.58
C: -0.43 -1.66 0.16
C: -0.88 -0.28 0.43
O: -0.03 0.56 -0.40
C: -0.27 1.86 -0.54
O: 0.92 2.34 -0.76
H: -0.95 -2.35 0.84
H: -1.92 -0.01 0.24
H: 0.89 3.16 -1.28
Tl: 2.00 -0.05 -0.26
O: 1.18 -1.27 0.88
H: -0.49 -1.99 -0.89